Entry 1:
{
  "formula": "C2H10N4P",
  "method": "wB97M-V/def2-TZVPD",
  "energy_ev": -17475.946,
  "homo_lumo_gap_ev": [8.8, 8.8],
  "charge": 1,
  "lumo_ev": [-4.33, -4.33],
  "symbols": ["C", "C", "N", "N", "N", "N", "P", "H", "H", "H", "H", "H", "H", "H", "H", "H", "H"],
  "positions_angstrom": [[1.024, -0.762, -2.014], [-1.908, 0.306, 1.662], [-1.508, 0.773, 0.347], [0.457, -0.504, -0.889], [0.925, 0.782, 1.195], [1.250, 0.029, -3.050], [0.030, 1.235, -0.147], [1.645, -2.512, -2.339], [-2.520, 1.064, 2.139], [-1.039, 0.092, 2.276], [-2.474, -0.720, 1.442], [-0.066, -1.194, -0.304], [1.776, 1.263, 1.321], [0.418, 0.853, 2.150], [-2.312, 1.375, -0.131], [2.025, -0.078, -3.725], [0.649, 0.912, -3.215]]
}



Entry 2:
{
  "formula": "C44H117N7O18",
  "method": "wB97M-V/def2-TZVPD",
  "energy_ev": -94796.948,
  "homo_lumo_gap_ev": 8.6,
  "charge": 0,
  "lumo_ev": 0.11,
  "smiles": "COCCNCCOC.COCCNCCOC.COCCNCCOC.COCCNCCOC.COCCNCCOC.COCCNCCOC.COCCNCCOC.CCO.O.O.O",
  "symbols": ["C", "O", "C", "C", "N", "C", "C", "O", "C", "H", "H", "H", "H", "H", "H", "H", "H", "H", "H", "H", "H", "H", "H", "H", "C", "O", "C", "C", "N", "C", "C", "O", "C", "H", "H", "H", "H", "H", "H", "H", "H", "H", "H", "H", "H", "H", "H", "H", "C", "O", "C", "C", "N", "C", "C", "O", "C", "H", "H", "H", "H", "H", "H", "H", "H", "H", "H", "H", "H", "H", "H", "H", "C", "O", "C", "C", "N", "C", "C", "O", "C", "H", "H", "H", "H", "H", "H", "H", "H", "H", "H", "H", "H", "H", "H", "H", "C", "O", "C", "C", "N", "C", "C", "O", "C", "H", "H", "H", "H", "H", "H", "H", "H", "H", "H", "H", "H", "H", "H", "H", "C", "O", "C", "C", "N", "C", "C", "O", "C", "H", "H", "H", "H", "H", "H", "H", "H", "H", "H", "H", "H", "H", "H", "H", "C", "O", "C", "C", "N", "C", "C", "O", "C", "H", "H", "H", "H", "H", "H", "H", "H", "H", "H", "H", "H", "H", "H", "H", "C", "C", "O", "H", "H", "H", "H", "H", "H", "O", "H", "H", "O", "H", "H", "O", "H", "H"],
  "positions_angstrom": [[3.878, 6.828, 3.250], [3.943, 8.147, 3.764], [3.632, 8.433, 5.129], [3.479, 9.937, 5.418], [4.719, 10.607, 5.153], [4.506, 12.015, 4.893], [5.896, 12.716, 4.752], [6.618, 12.445, 3.560], [6.234, 12.952, 2.323], [4.564, 6.077, 3.640], [4.119, 6.907, 2.189], [2.880, 6.391, 3.276], [4.470, 7.951, 5.632], [2.770, 7.862, 5.474], [3.037, 10.088, 6.403], [2.802, 10.206, 4.607], [5.254, 10.130, 4.442], [3.826, 12.503, 5.592], [3.965, 12.035, 3.947], [6.564, 12.391, 5.548], [5.810, 13.800, 4.833], [6.969, 12.658, 1.573], [6.176, 14.040, 2.325], [5.237, 12.559, 2.124], [3.739, 5.198, -6.790], [2.868, 5.385, -7.843], [1.605, 4.669, -7.540], [0.852, 4.484, -8.855], [1.419, 3.409, -9.663], [0.630, 2.179, -9.674], [0.515, 1.487, -8.324], [-0.358, 2.221, -7.492], [-0.155, 1.928, -6.120], [3.188, 5.360, -5.863], [4.486, 5.991, -6.837], [4.217, 4.219, -6.813], [0.939, 5.289, -6.940], [1.825, 3.736, -7.020], [0.841, 5.403, -9.441], [-0.217, 4.350, -8.691], [1.634, 3.817, -10.562], [1.178, 1.474, -10.299], [-0.327, 2.243, -10.193], [1.511, 1.479, -7.882], [0.204, 0.446, -8.410], [-0.196, 0.846, -5.999], [-0.957, 2.380, -5.535], [0.799, 2.277, -5.724], [-5.270, 0.942, 11.619], [-5.070, 0.019, 10.559], [-3.647, -0.186, 10.280], [-3.593, -0.813, 8.868], [-2.257, -1.241, 8.494], [-2.133, -1.636, 7.062], [-0.716, -2.001, 6.791], [-0.258, -3.142, 7.522], [1.186, -3.119, 7.574], [-5.049, 1.960, 11.299], [-4.574, 0.867, 12.454], [-6.302, 0.852, 11.958], [-3.275, -0.793, 11.106], [-3.102, 0.752, 10.390], [-4.031, -0.130, 8.141], [-4.170, -1.734, 8.946], [-2.088, -2.098, 9.002], [-2.440, -0.837, 6.388], [-2.760, -2.518, 6.931], [-0.117, -1.136, 7.075], [-0.537, -2.139, 5.724], [1.607, -3.695, 8.398], [1.512, -2.094, 7.750], [1.619, -3.504, 6.651], [3.744, -5.922, -2.089], [3.206, -6.946, -2.885], [1.873, -6.684, -3.277], [1.170, -7.952, -3.798], [1.704, -8.345, -5.068], [0.879, -9.364, -5.833], [1.735, -9.961, -7.090], [2.737, -10.885, -6.686], [3.564, -11.270, -7.720], [3.231, -5.953, -1.128], [3.562, -4.915, -2.465], [4.806, -6.015, -1.863], [1.988, -5.958, -4.083], [1.260, -6.236, -2.495], [0.146, -7.603, -3.933], [0.993, -8.819, -3.162], [2.651, -8.690, -4.998], [-0.093, -9.001, -6.166], [0.634, -10.251, -5.249], [2.162, -9.222, -7.769], [0.964, -10.525, -7.614], [3.057, -11.956, -8.399], [4.430, -11.864, -7.426], [4.047, -10.487, -8.304], [-12.673, -3.821, 1.362], [-12.480, -3.320, 0.032], [-13.277, -2.142, -0.220], [-12.540, -1.395, -1.331], [-11.427, -0.654, -0.698], [-10.593, 0.052, -1.622], [-9.374, 0.720, -0.995], [-8.579, -0.215, -0.222], [-7.550, 0.390, 0.540], [-13.535, -4.472, 1.511], [-12.535, -3.118, 2.184], [-11.975, -4.646, 1.505], [-13.398, -1.457, 0.619], [-14.247, -2.498, -0.566], [-13.224, -0.692, -1.805], [-12.197, -2.149, -2.039], [-10.867, -1.425, -0.365], [-11.113, 0.822, -2.193], [-10.187, -0.639, -2.361], [-9.725, 1.477, -0.295], [-8.741, 1.184, -1.751], [-7.137, -0.350, 1.226], [-7.995, 1.212, 1.099], [-6.779, 0.867, -0.064], [7.206, 0.766, 4.387], [7.774, 0.912, 3.076], [7.619, -0.207, 2.187], [8.603, -0.133, 0.970], [8.216, 0.885, 0.077], [9.080, 0.773, -1.121], [8.888, 1.804, -2.203], [9.510, 2.989, -1.844], [10.055, 3.744, -2.980], [7.720, 0.079, 5.059], [6.124, 0.632, 4.364], [7.297, 1.782, 4.771], [6.590, -0.305, 1.841], [7.767, -1.165, 2.686], [8.473, -1.084, 0.454], [9.655, -0.093, 1.255], [8.437, 1.746, 0.556], [9.022, -0.203, -1.601], [10.131, 0.860, -0.845], [7.844, 1.881, -2.508], [9.330, 1.407, -3.117], [10.863, 3.230, -3.501], [10.516, 4.664, -2.620], [9.333, 4.083, -3.722], [-0.599, -6.898, 1.711], [-1.576, -5.935, 1.389], [-2.914, -6.414, 1.664], [-3.979, -5.460, 1.203], [-4.141, -5.614, -0.251], [-5.172, -4.722, -0.790], [-5.385, -4.926, -2.308], [-4.389, -4.196, -2.970], [-4.317, -4.334, -4.372], [0.348, -6.427, 1.446], [-0.726, -7.774, 1.074], [-0.530, -7.239, 2.745], [-3.032, -6.592, 2.733], [-3.058, -7.412, 1.250], [-3.603, -4.480, 1.495], [-4.909, -5.694, 1.722], [-3.256, -5.280, -0.606], [-4.868, -3.702, -0.555], [-6.129, -4.838, -0.282], [-6.358, -4.491, -2.537], [-5.384, -5.966, -2.635], [-3.656, -3.670, -4.930], [-5.244, -4.158, -4.917], [-4.086, -5.362, -4.652], [-0.694, -0.480, -0.309], [-0.048, 0.595, 0.499], [0.254, 1.624, -0.357], [-1.618, -0.139, -0.775], [-1.006, -1.340, 0.283], [-0.133, -0.864, -1.161], [0.822, 0.238, 1.051], [-0.869, 1.000, 1.091], [1.118, 1.447, -0.737], [4.259, 0.798, -1.740], [5.116, 0.642, -1.344], [4.313, 0.385, -2.601], [-1.637, 5.337, 0.518], [-1.152, 4.629, 0.094], [-1.817, 5.010, 1.400], [-1.697, 3.877, 4.905], [-1.763, 4.802, 5.142], [-0.966, 3.547, 5.428]]
}



Entry 3:
{
  "formula": "C2H3IOS",
  "method": "wB97M-V/def2-TZVPD",
  "energy_ev": -23102.865,
  "homo_lumo_gap_ev": [7.3, 7.0],
  "charge": 0,
  "lumo_ev": [-1.83, -1.75],
  "symbols": ["C", "C", "O", "S", "I", "H", "H", "H"],
  "positions_angstrom": [[3.636, -0.932, -0.621], [0.449, 0.183, 0.099], [3.788, -2.017, -0.994], [1.424, 0.809, -1.380], [4.699, 0.090, 0.937], [0.964, 0.739, 0.839], [0.637, -0.969, -0.019], [-0.505, 0.513, -0.167]]
}



Entry 4:
{
  "formula": "C9H26MnN2O7",
  "method": "wB97M-V/def2-TZVPD",
  "energy_ev": -58380.247,
  "homo_lumo_gap_ev": [3.2, 3.2],
  "charge": 0,
  "lumo_ev": [0.07, 0.05],
  "spin_multiplicity": 6,
  "symbols": ["O", "H", "Mn", "N", "N", "O", "O", "C", "C", "C", "C", "H", "H", "H", "H", "H", "H", "H", "H", "O", "H", "H", "C", "H", "H", "H", "O", "H", "H", "C", "O", "C", "C", "O", "C", "H", "H", "H", "H", "H", "H", "H", "H", "H", "H"],
  "positions_angstrom": [[2.324, 1.007, -1.041], [3.028, 1.677, -1.032], [0.577, -0.393, 0.028], [-1.321, -0.441, -0.806], [0.776, -1.082, -1.967], [-2.514, 0.069, -0.229], [1.972, -1.104, -2.703], [-1.519, -0.958, -2.020], [-0.305, -1.318, -2.699], [-2.870, -1.105, -2.620], [-0.283, -1.747, -4.123], [-3.539, -0.317, -2.252], [-3.315, -2.083, -2.371], [-2.811, -1.033, -3.713], [0.746, -1.866, -4.485], [-0.787, -0.988, -4.744], [-0.826, -2.698, -4.237], [-2.264, 0.881, 0.264], [2.469, -0.345, -2.313], [0.270, -2.330, 1.016], [-0.351, -3.019, 0.721], [0.831, -2.734, 1.700], [0.968, 1.729, -0.816], [0.772, 1.877, 0.263], [0.164, 1.221, -1.382], [1.073, 2.735, -1.239], [-2.671, 3.396, 0.697], [-3.174, 3.716, -0.074], [-2.370, 4.215, 1.136], [3.313, -0.657, 1.506], [1.958, -0.212, 1.704], [1.833, 0.803, 2.731], [0.433, 0.747, 3.280], [-0.499, 0.386, 2.246], [-1.796, 0.100, 2.796], [3.364, -1.182, 0.542], [3.594, -1.350, 2.316], [4.012, 0.199, 1.502], [2.549, 0.592, 3.532], [2.029, 1.786, 2.285], [0.393, 0.015, 4.106], [0.157, 1.730, 3.689], [-2.202, -0.774, 2.286], [-1.738, -0.116, 3.873], [-2.450, 0.967, 2.647]]
}



ΔE to the lowest compared entry with this formula, charge and spin values (in kcal/mol) by entry order: 92.8; 11.7; 67.7; 0.0.